# CH2I2O2S

CH2I2O2S in the gas phase at a distorted geometry (ωB97M-V/def2-TZVPD, the OMol25 dataset).

E_HOMO (spin up / spin down)   -9.351 / -9.222 eV
2S+1   1

XYZ file:
```
8
Properties=species:S:1:pos:R:3:forces:R:3
C 1.906960 0.054358 0.034863 -3.196 -2.621 2.832
O -1.069129 -0.489618 1.271734 0.165 0.263 2.815
O -2.617371 -1.452025 -0.357989 -0.932 -0.446 0.107
S -1.379234 -0.834861 -0.050165 0.418 -0.958 -2.657
I 0.875456 1.676247 0.385430 -0.007 0.764 0.039
I -1.882673 1.888054 -1.103614 0.121 0.633 -0.201
H 2.677342 0.128722 -0.610024 2.339 0.004 -2.104
H 1.488649 -0.970877 0.429765 1.091 2.361 -0.832
```
Forces are in eV/Å.

natural (NBO) population analysis, charges in e, atoms 1 to 6:
1 C -0.607
2 O -0.909
3 O -0.865
4 S 1.652
5 I 0.585
6 I -0.274



# C9H8N2

C9H8N2 in the gas phase at a distorted geometry (ωB97M-V/def2-TZVPD, the OMol25 dataset).

E_HOMO   -8.324 eV
Structure (SMILES)   c1ccc(-c2ncc[nH]2)cc1
2S+1   1

XYZ file:
```
19
Properties=species:S:1:pos:R:3:forces:R:3
C -3.176003 -0.018400 0.002212 -6.229 5.527 -1.384
C -2.518617 -1.130907 0.239252 -4.231 -6.869 0.506
C -1.207796 -1.178709 0.191997 5.851 -2.661 2.396
C -0.461041 -0.035614 0.038746 0.625 1.553 -0.970
C 1.010283 -0.015263 -0.037825 0.858 -4.108 -0.423
N 1.707365 -1.140911 -0.409399 2.486 3.020 0.606
C 3.092551 -0.698321 -0.281158 -4.211 3.108 1.789
C 3.187182 0.619971 0.262234 -5.512 -6.567 -2.483
N 1.845351 0.931212 0.337311 -0.728 7.154 3.095
C -1.149662 1.149061 -0.225362 1.346 2.855 -0.657
C -2.509262 1.234128 -0.200273 0.719 -5.025 0.693
H -4.482316 0.156116 -0.163362 4.157 -1.237 0.854
H -3.075154 -2.312119 0.395851 1.350 4.046 -0.439
H -0.626135 -2.140602 0.577105 -1.300 2.048 -1.377
H 3.919798 -1.243001 -0.442164 2.339 -2.377 -0.913
H 3.916246 1.269383 0.324438 3.473 3.115 0.645
H 1.521061 1.969968 0.839270 0.975 -4.275 -2.157
H -0.630381 2.133488 -0.556030 -0.394 -1.902 0.829
H -3.017944 2.078981 -0.409438 -1.573 2.594 -0.610
```
Forces are in eV/Å.

natural (NBO) population analysis, charges in e, atoms 1 to 6:
1 C -0.180
2 C -0.218
3 C -0.180
4 C -0.096
5 C 0.312
6 N -0.451



# C8H18O2

C8H18O2 in the gas phase at a distorted geometry (ωB97M-V/def2-TZVPD, the OMol25 dataset).

E_HOMO   -10.129 eV
Structure (SMILES)   C[C@@H](CC(O)O)C(C)(C)C
2S+1   1

XYZ file:
```
28
Properties=species:S:1:pos:R:3:forces:R:3
C -0.641656 -1.654405 -0.739056 0.127 0.108 0.024
C -0.257304 -0.196388 -0.441492 1.679 0.064 0.670
C -1.158506 0.390377 0.639800 -1.573 0.358 -1.040
C -2.654757 0.607337 0.104590 1.192 0.301 1.129
O -3.542686 0.763267 1.188393 0.112 -0.390 0.249
O -2.702854 1.794353 -0.654401 0.066 -0.173 -0.481
C 1.344926 -0.057666 -0.037953 -0.593 -0.213 -0.680
C 2.148884 -0.064140 -1.355355 -0.098 0.017 0.028
C 1.680437 1.252374 0.695777 -0.302 -0.010 0.031
C 1.829478 -1.226677 0.836794 -0.166 -0.084 -0.092
H -0.687309 -2.247140 0.181439 0.040 0.076 -0.113
H 0.071825 -2.132208 -1.415761 -0.034 0.051 0.065
H -1.621340 -1.722105 -1.219475 0.074 0.057 0.052
H -0.397424 0.389764 -1.358310 0.130 0.043 0.148
H -0.825727 1.386496 0.944328 -0.023 -0.047 -0.054
H -1.176982 -0.248219 1.528566 -0.169 -0.028 -0.129
H -3.013203 -0.223361 -0.506026 -0.028 -0.121 0.279
H -3.096936 1.339997 1.827846 -0.244 -0.114 -0.173
H -3.613502 1.848068 -0.993033 0.476 0.128 0.137
H 1.878865 0.792584 -1.983757 -0.009 -0.099 0.093
H 1.974582 -0.974264 -1.937193 -0.033 0.053 0.059
H 3.227911 -0.000488 -1.167135 -0.163 -0.037 0.076
H 1.259884 1.269096 1.707168 -0.029 0.036 -0.137
H 2.764812 1.375244 0.814657 -0.164 -0.170 -0.158
H 1.310828 2.124838 0.147075 -0.015 -0.053 0.069
H 2.879509 -1.094416 1.128587 -0.189 0.142 -0.078
H 1.241363 -1.308319 1.756381 0.023 -0.018 -0.045
H 1.776884 -2.184000 0.307543 -0.086 0.124 0.072
```
Forces are in eV/Å.

natural (NBO) population analysis, charges in e, atoms 1 to 6:
1 C -0.617
2 C -0.209
3 C -0.446
4 C 0.374
5 O -0.723
6 O -0.731



# C5H12N3

2 unconnected molecules or ions with the total composition C5H12N3 at a distorted geometry (ωB97M-V/def2-TZVPD, the OMol25 dataset).

E_HOMO   -13.316 eV
2S+1   1
Net charge   +1

XYZ file:
```
20
Properties=species:S:1:pos:R:3:forces:R:3
C -2.048696 0.572558 0.572494 -0.400 0.084 0.487
C -3.216482 0.892956 -0.271595 -0.156 0.021 -0.324
C 3.030638 0.907088 -0.102376 0.239 0.034 0.009
C 0.377450 -2.446370 -0.021844 -0.426 -0.540 0.164
C 1.900390 1.581483 0.043157 0.931 0.839 0.087
N -0.984824 0.084699 0.125806 -0.314 -0.757 -0.327
N 0.868870 -1.101274 -0.173875 -0.089 -0.051 0.026
N 0.213458 -0.029699 -0.026781 0.220 -0.012 -0.150
H -2.146098 0.724730 1.646201 0.199 -0.025 0.079
H -4.086782 0.329446 0.064052 -0.016 -0.045 0.040
H -3.462316 1.948459 -0.145077 0.016 0.044 0.037
H -3.029623 0.690305 -1.321942 0.002 -0.012 -0.026
H 3.567622 0.508234 0.743653 0.073 -0.034 0.189
H 1.862542 -0.901828 -0.343300 -0.260 0.183 0.106
H 3.490558 0.771417 -1.066329 0.082 0.010 -0.263
H 0.468169 -2.774906 1.016177 -0.019 0.061 -0.044
H 0.961570 -3.114276 -0.650620 0.000 0.099 -0.026
H -0.671119 -2.495337 -0.318773 0.058 0.014 -0.040
H 1.406174 2.052423 -0.788751 -0.079 0.074 -0.196
H 1.498497 1.799893 1.019719 -0.062 0.013 0.173
```
Forces are in eV/Å.

natural (NBO) population analysis, charges in e, atoms 1 to 6:
1 C 0.195
2 C -0.678
3 C -0.487
4 C -0.462
5 C -0.343
6 N -0.126



# C36H42KN10O3P2Te

A molecular structure, C36H42KN10O3P2Te at a distorted geometry (ωB97M-V/def2-TZVPD, the OMol25 dataset).

E_HOMO   -2.665 eV
2S+1   1
Net charge   -1

XYZ file:
```
95
Properties=species:S:1:pos:R:3:forces:R:3
K 0.125715 -0.562879 0.044690 -0.050 0.828 -0.693
C -1.513059 1.549752 -4.659150 0.098 -0.026 0.176
N -0.945142 0.360673 -4.047762 -0.141 0.041 -0.153
C 0.342323 -0.087526 -4.208561 -0.135 0.054 0.034
C 0.462983 -1.179278 -3.402936 -0.114 -0.124 0.179
N -0.722421 -1.399454 -2.732997 0.240 -0.016 -0.082
C -1.542955 -0.453986 -3.133955 0.165 0.061 -0.067
P -3.237909 -0.209367 -2.516059 0.044 0.005 -0.052
C -2.886093 1.258565 -1.503904 -0.107 0.034 0.150
N -1.703765 1.511407 -0.991076 0.031 0.226 0.308
C -1.866408 2.588566 -0.157913 -0.094 -0.221 0.107
C -3.175170 2.982758 -0.170196 0.052 -0.051 0.037
N -3.821582 2.139637 -1.038088 -0.169 -0.075 -0.157
C -5.246737 2.127921 -1.316517 0.151 -0.010 0.072
C -3.206348 -1.421107 -1.145258 -0.042 0.110 0.032
N -2.475726 -1.293083 -0.059294 -0.293 -0.268 0.355
C -2.865760 -2.294414 0.787256 0.049 -0.035 -0.114
C -3.848450 -3.041735 0.197175 0.087 -0.008 0.020
N -4.059410 -2.478908 -1.033686 -0.185 -0.069 -0.251
C -5.045724 -2.918676 -2.009757 0.112 0.051 0.141
H -1.132063 1.654066 -5.671344 0.027 -0.022 -0.049
H -1.251579 2.439417 -4.086502 0.035 0.018 0.050
H -2.597247 1.456263 -4.702585 -0.028 -0.034 -0.001
H 1.056728 0.432624 -4.825714 -0.083 -0.031 0.064
H 1.341426 -1.787351 -3.230704 -0.096 0.082 -0.014
H -1.044911 3.002024 0.410737 -0.114 -0.050 -0.054
H -3.691155 3.776574 0.347036 0.029 -0.077 -0.046
H -5.646967 3.129668 -1.182970 0.018 0.044 -0.003
H -5.775384 1.447607 -0.648496 0.011 -0.023 0.052
H -5.420028 1.814512 -2.342205 0.016 -0.017 -0.074
H -2.405495 -2.422587 1.757400 -0.064 0.019 -0.137
H -4.390997 -3.915543 0.521842 0.031 0.057 -0.017
H -5.219767 -3.983907 -1.884389 0.025 -0.044 0.019
H -4.677769 -2.742976 -3.015267 0.061 0.014 -0.050
H -5.988755 -2.388628 -1.885745 -0.040 0.045 0.039
N -0.486579 -0.711245 3.620494 -0.040 -0.068 -0.053
C -1.700748 -1.173873 4.053953 -0.042 0.132 0.023
C -2.531223 -0.088812 4.024091 -0.001 0.104 -0.066
N -1.863223 1.021392 3.565565 -0.014 -0.111 0.183
C -0.634232 0.610634 3.333854 -0.011 0.006 -0.092
C 0.466044 1.436909 2.826734 -0.127 0.230 -0.156
N 0.336477 2.666520 2.372706 0.138 0.070 0.100
C 1.598527 3.053469 1.989757 -0.115 -0.026 -0.043
C 2.489010 2.040993 2.205778 -0.068 0.101 0.073
N 1.760632 1.020281 2.760685 0.065 -0.078 -0.072
H 0.283056 -1.300048 3.320630 0.075 0.049 0.043
H -1.854885 -2.203816 4.333422 0.041 0.076 -0.029
H -3.575010 -0.038970 4.298438 0.089 -0.012 -0.009
H 1.781245 4.021300 1.544317 -0.015 -0.113 0.057
H 3.543303 1.950543 2.001772 -0.085 -0.019 -0.007
H 2.059027 0.051232 2.792687 -0.004 -0.014 0.022
C -1.326208 -5.203027 2.553939 0.013 0.110 -0.045
C -0.037731 -4.709866 3.184974 -0.170 0.252 -0.111
O 0.290878 -3.388483 2.725908 0.076 -0.393 0.071
P 1.450945 -3.019272 1.622707 -0.568 -0.431 0.061
O 1.597235 -1.541409 1.819947 0.359 -0.266 0.411
Te 3.247561 -4.510459 1.775333 0.122 0.057 -0.022
O 0.614937 -3.132948 0.219560 0.410 -0.667 0.098
C 0.714483 -4.289488 -0.651181 -0.273 0.198 -0.044
C -0.602325 -4.473384 -1.379758 -0.015 0.077 0.112
H -1.546621 -6.216724 2.899927 0.009 0.058 -0.015
H -1.237841 -5.214425 1.465867 -0.010 -0.030 0.051
H -2.165090 -4.553535 2.818000 0.031 -0.057 -0.013
H 0.779559 -5.392993 2.977675 0.235 -0.049 -0.101
H -0.143927 -4.650912 4.268392 0.012 0.097 0.061
H 0.963797 -5.170761 -0.067064 0.069 -0.075 0.148
H 1.534329 -4.124910 -1.350503 0.045 0.123 0.006
H -1.392087 -4.789221 -0.692482 0.042 0.013 -0.034
H -0.485522 -5.237849 -2.152291 0.000 0.004 0.036
H -0.907865 -3.538522 -1.848745 0.018 -0.017 -0.043
C 0.308536 6.869930 -1.870014 0.044 -0.085 0.019
C -0.695780 5.916207 -1.950456 0.062 -0.088 -0.017
C -0.373652 4.563479 -2.022306 -0.035 0.033 -0.139
C 0.952630 4.120206 -2.014367 0.038 -0.119 0.024
C 1.952110 5.096601 -1.930090 0.031 0.067 -0.008
C 1.637139 6.444638 -1.860901 -0.036 -0.052 -0.007
C 1.267469 2.668188 -2.080532 -0.072 -0.216 0.028
C 2.496542 2.155946 -2.044574 0.329 0.460 -0.022
C 3.017583 0.853955 -2.059514 -0.091 -0.296 0.059
C 3.199823 0.089378 -0.861780 -0.048 0.064 -0.368
C 3.814683 -1.153383 -0.870812 -0.145 0.017 -0.024
C 4.273406 -1.731532 -2.054440 -0.128 0.101 -0.043
C 4.103935 -1.008551 -3.239888 -0.029 0.090 0.046
C 3.504423 0.237603 -3.255072 0.059 -0.011 0.216
H 0.064544 7.924092 -1.806075 0.015 -0.017 -0.013
H -1.736766 6.223853 -1.951470 0.017 -0.022 0.005
H -1.168291 3.823121 -2.062900 0.130 0.180 -0.125
H 2.981996 4.755755 -1.923245 -0.035 0.003 0.005
H 2.434091 7.178143 -1.798512 -0.006 -0.014 0.006
H 0.370463 2.034015 -2.117820 0.008 0.076 -0.085
H 2.868459 0.525502 0.074302 0.050 -0.030 0.008
H 3.926506 -1.693077 0.064501 -0.005 0.018 -0.013
H 4.747226 -2.705062 -2.052222 0.004 0.025 0.015
H 4.460147 -1.430375 -4.175546 -0.016 0.009 -0.007
H 3.416554 0.787726 -4.186732 0.040 -0.014 0.018
```
Forces are in eV/Å.

Mulliken population analysis, charges in e, atoms 1 to 6:
1 K 0.880
2 C -0.952
3 N 0.347
4 C -0.453
5 C -0.622
6 N -0.142



# H28O14

14 unconnected molecules or ions with the total composition H28O14 at a distorted geometry (ωB97M-V/def2-TZVPD, the OMol25 dataset).

E_HOMO   -10.839 eV
2S+1   1

XYZ file:
```
42
Properties=species:S:1:pos:R:3:forces:R:3
O -1.176013 3.282414 -2.944575 -0.354 0.402 0.087
H -1.808346 3.550256 -3.623840 0.107 0.052 0.089
H -0.822305 2.463446 -3.282057 0.759 0.161 -0.676
O -1.604188 0.393167 -2.679727 -0.556 -0.868 0.039
H -2.527256 0.224127 -2.367780 1.001 0.955 -0.442
H -1.450113 1.346125 -2.682399 -1.101 -0.793 0.671
O 1.883577 -3.576142 2.327174 -0.195 0.862 0.138
H 2.580155 -4.158577 2.612710 0.167 -0.518 -0.029
H 1.411155 -3.946341 1.578865 0.422 -0.812 0.093
O -0.369412 3.755166 2.353929 -0.444 -0.607 -0.406
H 0.483271 3.299755 2.375387 0.200 0.162 0.005
H -0.916677 3.179920 1.787456 0.318 0.468 0.380
O 0.173236 -2.767316 0.410064 1.228 0.140 -1.790
H 0.186547 -2.815868 1.364867 0.366 0.215 0.293
H 1.101985 -2.806424 0.010202 -2.014 0.096 1.207
O 4.726675 0.728338 -1.423612 -1.084 -0.149 0.079
H 3.813789 0.788603 -1.022384 1.545 0.123 -0.637
H 4.999710 1.639022 -1.537127 0.054 0.192 -0.107
O -3.013927 -3.362299 2.538492 0.342 0.601 -0.432
H -2.550806 -2.851957 3.204933 -0.002 -0.152 0.675
H -2.838138 -2.783322 1.782649 -0.299 -0.384 -0.256
O -1.169168 -0.199086 0.866576 0.422 -1.246 -0.838
H -0.249447 -0.288258 1.130770 0.052 0.399 0.999
H -1.113787 -0.941062 0.214565 -0.806 0.632 0.264
O 2.373885 2.519178 2.142242 0.601 -0.848 0.208
H 2.460661 1.568274 1.956365 -0.811 0.185 -0.121
H 3.332678 2.620764 2.169864 0.040 1.090 0.144
O 0.673018 0.941905 -1.050974 0.830 0.418 -0.193
H 0.521973 0.331881 -0.338704 -0.230 -0.349 0.046
H -0.085257 1.522089 -0.959861 -0.170 0.175 -0.069
O 2.676218 -4.133317 -2.321818 -0.106 0.128 0.243
H 3.072680 -3.787354 -1.517609 0.217 -0.112 0.015
H 2.529837 -3.345183 -2.851786 -0.054 0.036 -0.235
O -4.065277 1.621021 -1.799610 0.133 1.757 1.016
H -4.204277 1.676891 -0.803706 -0.102 -0.225 -1.939
H -3.916632 2.560896 -2.106263 -0.199 -1.623 0.640
O 3.367074 0.480722 0.704891 0.497 -1.866 0.812
H 4.099362 -0.178994 0.861819 -0.853 1.140 -0.299
H 2.594212 -0.092146 0.607556 -0.019 0.138 -0.059
O -5.257636 0.743830 0.564953 0.487 1.083 0.374
H -5.380973 -0.203328 0.566487 0.276 -0.297 0.224
H -4.542063 0.999187 1.181014 -0.667 -0.764 -0.212
```
Forces are in eV/Å.

natural (NBO) population analysis, charges in e, atoms 1 to 6:
1 O -0.919
2 H 0.477
3 H 0.457
4 O -0.964
5 H 0.502
6 H 0.444



Going through the records in order, we get ΔE to the lowest compared entry with this formula, charge and spin values of 6.29 86.95 14.70 110.87 0.00 85.42 kcal/mol.